[1]
# C4H10N2S

One molecule with the formula C4H10N2S in a non-equilibrium geometry (ωB97M-V/def2-TZVPD, OMol25).

Geometry as ORCA input:
```
! RIJCOSX wB97M-V def2-TZVPD def2/J DEFGRID3
* xyz 0 1
C 0.540 0.452 -0.024
C -0.931 1.019 -0.045
C 0.853 -0.660 1.046
C 1.015 -0.597 -1.047
H 1.363 2.121 -0.673
H 1.276 2.158 0.844
H -1.212 1.578 -0.902
H -1.158 1.587 0.852
H -3.150 0.455 -0.220
H 0.086 -1.381 1.317
H 1.388 -0.310 1.983
H 2.638 -0.940 0.043
H 0.192 -1.143 -1.569
H 1.682 -0.198 -1.843
N 1.560 1.533 0.073
N 1.722 -1.360 -0.011
S -2.184 -0.401 0.010
*
```

Summary:
structure (SMILES) = NC1(CS)CNC1
strongest force on any atom = 2.6 eV/A
highest occupied orbital energy = -9.0 eV
energy above the lowest of the compared OMol25 structures with the same formula, charge and spin = 34.8 kcal per mole
E_tot = -18124.0745 eV
HOMO-LUMO gap = 9.68 eV

---

[2]
# C4H10N2S2

One molecule with the formula C4H10N2S2 in a non-equilibrium geometry (ωB97M-V/def2-TZVPD, OMol25).

Geometry as ORCA input:
```
! RIJCOSX wB97M-V def2-TZVPD def2/J DEFGRID3
* xyz 0 1
C 1.489 0.489 1.401
C 0.435 -0.540 1.002
C -0.997 0.205 0.775
C -1.040 1.173 -1.646
H 1.356 1.160 2.218
H 1.599 0.934 0.508
H 2.360 -0.069 1.653
H -0.032 -1.384 1.814
H 0.044 -1.884 -0.458
H 1.845 -1.573 0.004
H -1.504 0.263 1.794
H -1.766 -0.551 0.395
H -0.037 -0.550 -1.499
H -1.095 -0.457 -2.919
N 0.850 -1.102 -0.251
N -0.812 -0.126 -1.931
S -1.016 1.843 0.024
S -1.679 2.169 -2.884
*
```

Summary:
structure (SMILES) = C[C@H](N)CSC(N)=S
strongest force on any atom = 5.2 eV/A
highest occupied orbital energy = -7.8 eV
energy above the lowest of the compared OMol25 structures with the same formula, charge and spin = 55.8 kcal per mole
E_tot = -28958.5844 eV
HOMO-LUMO gap = 8.24 eV

---

[3]
# C4H10N3

An isolated ion of composition C4H10N3 and charge +1 in a non-equilibrium geometry (ωB97M-V/def2-TZVPD, OMol25).

Geometry as ORCA input:
```
! RIJCOSX wB97M-V def2-TZVPD def2/J DEFGRID3
* xyz 1 1
C -1.066 0.924 0.562
C -1.116 -0.422 0.486
C 0.610 -0.191 -1.229
C 0.822 -2.090 0.358
N -0.594 1.782 -0.367
N -0.141 2.966 0.044
N -0.144 -1.146 -0.381
H -1.507 1.472 1.483
H -1.607 -1.058 1.143
H -0.038 0.315 -1.966
H 1.666 0.061 -0.927
H 0.790 -3.050 -0.200
H 1.855 -1.832 0.353
H 0.478 -2.310 1.326
H 0.185 2.951 1.000
H 0.491 3.403 -0.631
H -0.684 -1.776 -1.053
*
```

Summary:
strongest force on any atom = 2.8 eV/A
highest occupied orbital energy (alpha / beta) = -12.3 / -13.1 eV
energy above the lowest of the compared OMol25 structures with the same formula, charge and spin = 137.1 kcal per mole
E_tot = -8768.6531 eV
HOMO-LUMO gap (alpha / beta) = 7.93 / 8.38 eV

---

[4]
# C4H10N3O3

A 2-piece molecular cluster, C4H10N3O3 overall in a non-equilibrium geometry (ωB97M-V/def2-TZVPD, OMol25).

Geometry as ORCA input:
```
! RIJCOSX wB97M-V def2-TZVPD def2/J DEFGRID3
* xyz -1 1
C 1.125 0.667 -0.237
C -1.354 1.879 0.904
C -2.248 0.290 -0.936
C -1.180 0.825 0.128
N 3.446 0.084 -0.110
N -0.007 0.108 0.017
N 0.019 -2.752 -0.216
O -0.747 -2.186 0.813
O 1.611 1.816 -0.470
O 2.110 -0.338 -0.188
H -0.702 2.338 1.592
H 0.768 -2.098 -0.460
H -2.313 2.439 0.934
H -3.287 0.287 -0.595
H -1.787 -0.681 -1.029
H -2.201 0.963 -1.729
H 3.327 0.977 -0.524
H 3.553 0.295 0.994
H -0.429 -1.259 0.904
H 0.295 -3.654 0.207
*
```

Summary:
strongest force on any atom = 3.7 eV/A
highest occupied orbital energy = -4.3 eV
energy above the lowest of the compared OMol25 structures with the same formula, charge and spin = 11.7 kcal per mole
E_tot = -14920.0461 eV
HOMO-LUMO gap = 8.26 eV

---

[5]
# C4H10N3O3S

An isolated ion of composition C4H10N3O3S and charge +1 in a non-equilibrium geometry (ωB97M-V/def2-TZVPD, OMol25).

Geometry as ORCA input:
```
! RIJCOSX wB97M-V def2-TZVPD def2/J DEFGRID3
* xyz 1 1
C -0.074 -1.451 0.061
C -1.481 -2.061 0.408
C 1.252 1.586 0.891
C 0.764 0.898 -0.440
N -2.376 -0.957 0.635
N -0.233 -0.029 -0.019
N 1.964 0.330 -1.156
O 0.911 -2.023 -0.194
O -2.347 0.445 -1.470
O -1.902 1.709 0.618
S -1.872 0.494 -0.125
H -1.876 -2.543 -0.506
H -1.617 -2.720 1.179
H 1.388 0.762 1.591
H 0.543 2.208 1.404
H 2.271 2.077 0.669
H 0.405 1.653 -1.131
H -2.501 -0.901 1.602
H 2.440 -0.432 -0.586
H 2.691 1.059 -1.379
H 1.648 -0.101 -2.052
*
```

Summary:
structure (SMILES) = C[C@@H]([NH3+])N1C(=O)CNS1(=O)=O
strongest force on any atom = 4.5 eV/A
highest occupied orbital energy = -14.1 eV
energy above the lowest of the compared OMol25 structures with the same formula, charge and spin = 3.3 kcal per mole
E_tot = -25750.1579 eV
HOMO-LUMO gap = 10.41 eV

---

[6]
# C4H10N3S

A 2-piece molecular cluster, C4H10N3S overall in a non-equilibrium geometry (ωB97M-V/def2-TZVPD, OMol25).

Geometry as ORCA input:
```
! RIJCOSX wB97M-V def2-TZVPD def2/J DEFGRID3
* xyz 1 1
C 2.593 0.878 -0.797
C 1.479 0.986 -0.132
C -1.572 -0.095 -0.005
C 0.608 -0.607 1.072
N -2.898 -0.197 0.096
N -1.065 0.146 -1.187
N -0.851 -0.317 1.063
S 0.950 -2.171 0.229
H 3.336 1.692 -1.154
H 3.152 0.054 -1.127
H 1.132 1.856 0.343
H 0.984 -0.541 2.159
H -3.528 -0.544 -0.725
H -3.257 -0.614 0.993
H -1.670 0.446 -2.061
H -0.052 0.435 -1.230
H -1.321 -0.605 1.943
H 2.131 -2.208 0.932
*
```

Summary:
strongest force on any atom = 4.0 eV/A
highest occupied orbital energy = -12.5 eV
energy above the lowest of the compared OMol25 structures with the same formula, charge and spin = 75.7 kcal per mole
E_tot = -19606.0691 eV
HOMO-LUMO gap = 9.22 eV

---

[7]
# C4H10N3S

An isolated ion of composition C4H10N3S and charge +1 in a non-equilibrium geometry (ωB97M-V/def2-TZVPD, OMol25).

Geometry as ORCA input:
```
! RIJCOSX wB97M-V def2-TZVPD def2/J DEFGRID3
* xyz 1 1
C -0.499 0.092 -1.762
C 0.868 -0.433 -1.347
C 1.234 0.711 1.296
C -1.743 -1.259 -0.029
N 2.337 1.757 3.136
N 1.523 1.368 2.330
N -1.300 -0.019 -0.630
S 1.720 0.968 -0.410
H -0.291 1.258 -1.966
H -0.669 -0.493 -2.706
H 0.757 -1.312 -0.662
H 1.463 -0.766 -2.116
H 0.598 -0.126 1.565
H -2.557 -1.835 -0.599
H -1.009 -1.896 0.197
H -2.236 -0.892 0.799
H 1.933 2.435 3.768
H -2.131 0.442 -0.865
*
```

Summary:
strongest force on any atom = 4.6 eV/A
highest occupied orbital energy (alpha / beta) = -12.8 / -12.8 eV
energy above the lowest of the compared OMol25 structures with the same formula, charge and spin = 111.1 kcal per mole
E_tot = -19604.5350 eV
HOMO-LUMO gap (alpha / beta) = 6.89 / 6.89 eV

---

[8]
# C4H10N3S

An isolated ion of composition C4H10N3S and charge +1 in a non-equilibrium geometry (ωB97M-V/def2-TZVPD, OMol25).

Geometry as ORCA input:
```
! RIJCOSX wB97M-V def2-TZVPD def2/J DEFGRID3
* xyz 1 1
C -1.100 -2.252 -0.006
C -1.589 -0.810 -0.004
C 0.782 -0.389 0.067
C -0.636 1.475 -0.468
N 0.096 -2.534 -0.126
N 3.200 -0.517 0.706
N -0.479 0.018 -0.605
S 2.349 -0.109 -0.681
H -1.671 -3.198 -0.135
H -2.578 -0.584 -0.381
H -1.559 -0.585 1.194
H 1.033 -0.158 1.029
H 0.197 2.111 -0.855
H -1.483 1.714 -0.953
H -0.683 1.684 0.631
H 3.978 -1.142 0.461
H 3.499 0.370 1.188
H -0.422 -0.390 -1.530
*
```

Summary:
strongest force on any atom = 5.2 eV/A
highest occupied orbital energy (alpha / beta) = -12.2 / -12.5 eV
energy above the lowest of the compared OMol25 structures with the same formula, charge and spin = 116.7 kcal per mole
E_tot = -19604.2929 eV
HOMO-LUMO gap (alpha / beta) = 8.14 / 8.42 eV

---

[9]
# C4H10N3S

A 2-piece molecular cluster, C4H10N3S overall in a non-equilibrium geometry (ωB97M-V/def2-TZVPD, OMol25).

Geometry as ORCA input:
```
! RIJCOSX wB97M-V def2-TZVPD def2/J DEFGRID3
* xyz 1 1
C -0.074 -0.847 -0.330
C 1.863 -0.138 0.019
C -1.295 0.565 1.272
C -1.187 0.123 -0.184
N 0.045 -2.067 -0.400
N 2.698 -1.115 0.138
N -0.893 1.311 -1.036
S 1.981 1.480 -0.063
H -2.217 1.120 1.434
H -0.446 1.184 1.542
H -1.306 -0.296 1.935
H -2.128 -0.347 -0.508
H -0.731 -2.720 -0.470
H 2.348 -2.064 0.085
H 3.693 -0.938 0.222
H -1.564 2.065 -0.860
H -0.907 1.065 -2.031
H 0.121 1.617 -0.765
*
```

Summary:
strongest force on any atom = 4.3 eV/A
highest occupied orbital energy = -12.1 eV
energy above the lowest of the compared OMol25 structures with the same formula, charge and spin = 40.7 kcal per mole
E_tot = -19607.5877 eV
HOMO-LUMO gap = 8.62 eV

---

[10]
# C4H10N4

C4H10N4 as an isolated structure in a non-equilibrium geometry (ωB97M-V/def2-TZVPD, OMol25).

Geometry as ORCA input:
```
! RIJCOSX wB97M-V def2-TZVPD def2/J DEFGRID3
* xyz 0 1
C 0.067 -0.107 -2.074
C 0.712 -0.203 0.543
C -0.887 0.064 0.422
C -0.110 -0.494 -0.654
N 1.219 -1.216 1.413
N 1.593 0.923 0.535
N -1.418 1.389 0.546
N -1.649 -1.099 0.213
H 1.309 1.651 -0.106
H 1.259 -0.867 2.368
H 0.633 -2.043 1.388
H 2.562 0.653 0.403
H -1.871 1.490 1.450
H -2.127 1.590 -0.152
H -1.587 -1.687 1.054
H -0.667 -0.647 -2.681
H 1.066 -0.358 -2.438
H -0.105 0.963 -2.230
*
```

Summary:
strongest force on any atom = 3.0 eV/A
highest occupied orbital energy = -8.0 eV
energy above the lowest of the compared OMol25 structures with the same formula, charge and spin = 92.3 kcal per mole
E_tot = -10266.8499 eV
HOMO-LUMO gap = 8.70 eV

---

[11]
# C4H10N4

A 3-piece molecular cluster, C4H10N4 overall in a non-equilibrium geometry (ωB97M-V/def2-TZVPD, OMol25).

Geometry as ORCA input:
```
! RIJCOSX wB97M-V def2-TZVPD def2/J DEFGRID3
* xyz 0 1
C -2.346 0.894 -0.024
C 2.129 -1.900 0.750
N -1.086 0.372 0.403
C -0.619 -0.768 0.222
C 1.598 -0.663 0.155
N 0.086 2.315 -1.008
N -0.874 -1.982 0.380
N 1.906 0.341 -0.382
H -0.718 2.910 -0.831
H 0.705 3.118 -0.971
H -0.336 -2.654 -0.144
H 0.773 1.520 -0.826
H -3.134 0.136 -0.054
H -2.652 1.690 0.657
H -2.205 1.320 -1.027
H 1.445 -2.272 1.512
H 2.229 -2.675 -0.011
H 3.099 -1.704 1.201
*
```

Summary:
structure (SMILES) = CN=C=N.CC#N.N
strongest force on any atom = 6.0 eV/A
highest occupied orbital energy = -8.5 eV
energy above the lowest of the compared OMol25 structures with the same formula, charge and spin = 106.4 kcal per mole
E_tot = -10266.2389 eV
HOMO-LUMO gap = 7.92 eV

---

[12]
# C4H10N4

C4H10N4 as an isolated structure in a non-equilibrium geometry (ωB97M-V/def2-TZVPD, OMol25).

Geometry as ORCA input:
```
! RIJCOSX wB97M-V def2-TZVPD def2/J DEFGRID3
* xyz 0 1
C -0.722 1.178 -0.836
C -1.204 0.058 0.005
C 0.673 0.663 -0.491
N -2.015 0.187 1.097
N 1.345 1.055 0.724
N 1.835 -1.489 -0.258
C 0.730 -0.804 -0.834
N -0.612 -1.175 -0.185
H -2.016 -0.555 1.785
H -2.245 1.115 1.419
H 0.773 1.135 1.569
H 1.911 1.883 0.614
H -1.212 -1.928 -0.521
H 2.058 -1.130 0.664
H 1.997 -2.454 -0.506
H -0.958 2.166 -0.445
H -0.982 1.089 -1.893
H 0.644 -0.992 -1.909
*
```

Summary:
strongest force on any atom = 1.2 eV/A
highest occupied orbital energy = -6.0 eV
energy above the lowest of the compared OMol25 structures with the same formula, charge and spin = 73.1 kcal per mole
E_tot = -10267.6821 eV
HOMO-LUMO gap = 6.94 eV

---

[13]
# C4H10N4O

One molecule with the formula C4H10N4O in a non-equilibrium geometry (ωB97M-V/def2-TZVPD, OMol25).

Geometry as ORCA input:
```
! RIJCOSX wB97M-V def2-TZVPD def2/J DEFGRID3
* xyz 0 1
C 1.220 -0.511 -0.942
C -2.672 1.013 -1.666
N 1.653 -0.712 1.490
C -0.553 -0.635 0.726
C -1.681 0.859 -0.556
N 2.156 0.593 1.697
O -0.917 -0.969 1.972
N -1.456 -0.332 -0.157
N 0.764 -0.889 0.388
H -0.100 -1.200 2.450
H 2.441 -1.341 1.363
H 1.400 1.181 2.034
H 2.536 1.009 0.847
H 0.633 -1.057 -1.675
H 1.110 0.561 -1.129
H 2.263 -0.811 -1.042
H -2.283 1.718 -2.405
H -2.937 0.067 -2.155
H -3.578 1.456 -1.241
*
```

Summary:
strongest force on any atom = 2.7 eV/A
highest occupied orbital energy = -6.5 eV
energy above the lowest of the compared OMol25 structures with the same formula, charge and spin = 113.1 kcal per mole
E_tot = -12313.6299 eV
HOMO-LUMO gap = 7.06 eV

---

[14]
# C4H10N4O2

A 2-piece molecular cluster, C4H10N4O2 overall in a non-equilibrium geometry (ωB97M-V/def2-TZVPD, OMol25).

Geometry as ORCA input:
```
! RIJCOSX wB97M-V def2-TZVPD def2/J DEFGRID3
* xyz 0 1
C -0.724 1.815 -0.384
C 0.294 -0.760 -0.715
C 0.451 0.287 -1.862
C 0.579 -0.003 0.514
N -0.528 1.296 -1.622
N -0.203 1.102 0.698
N 1.528 -0.169 1.341
N -1.209 -1.571 1.237
O 2.447 -1.105 1.402
O -1.513 2.735 -0.208
H -0.808 -1.062 -0.660
H 0.971 -1.669 -0.637
H 1.524 0.775 -1.842
H 0.328 -0.111 -2.863
H -0.540 2.018 -2.335
H -0.143 1.599 1.564
H 1.544 0.611 2.095
H -0.970 -1.701 2.229
H -0.812 -2.388 0.778
H -2.216 -1.700 1.269
*
```

Summary:
structure (SMILES) = O=C1NCC/C(=[NH+]\[O-])N1.N
strongest force on any atom = 3.0 eV/A
highest occupied orbital energy = -7.9 eV
energy above the lowest of the compared OMol25 structures with the same formula, charge and spin = 55.4 kcal per mole
E_tot = -14363.3192 eV
HOMO-LUMO gap = 8.51 eV